This record from the Open Molecules 2025 dataset describes 7 unconnected molecules or ions with the total composition C24H48O10S3. The level of theory is ωB97M-V/def2-TZVPD.

```
85
Properties=species:S:1:pos:R:3:mulliken_charge:R:1
O -1.698 5.755 1.439 -0.63
S -3.102 5.977 1.539 1.07
O -3.716 6.266 0.261 -0.65
C -3.881 4.648 2.478 -0.71
C -4.269 5.199 3.868 -0.60
C -4.553 6.751 3.764 -0.57
C -3.566 7.376 2.781 -0.74
H -3.353 3.709 2.314 0.45
H -4.827 4.383 2.006 0.33
H -5.243 4.781 4.121 0.31
H -3.381 4.969 4.457 0.33
H -4.540 7.099 4.797 0.33
H -5.535 6.856 3.304 0.30
H -2.629 7.565 3.304 0.34
H -3.815 8.274 2.215 0.42
O 1.490 2.981 9.447 -0.62
S 1.184 3.589 8.111 0.99
O 0.262 4.709 7.894 -0.61
C 2.809 3.848 7.121 -0.65
C 2.804 2.800 5.973 -0.57
C 1.755 1.720 6.356 -0.61
C 0.504 2.246 6.978 -0.60
H 3.667 4.027 7.769 0.41
H 2.713 4.891 6.818 0.32
H 2.523 3.131 4.973 0.31
H 3.789 2.354 5.837 0.29
H 2.163 0.905 6.954 0.36
H 1.425 1.349 5.386 0.29
H -0.320 1.844 7.568 0.47
H 0.017 2.885 6.242 0.21
O 0.921 -8.369 2.251 -0.63
S 2.172 -8.339 1.459 1.02
O 3.302 -7.521 1.901 -0.61
C 2.767 -10.057 0.992 -0.67
C 2.353 -10.278 -0.507 -0.59
C 2.538 -8.891 -1.137 -0.61
C 1.685 -7.911 -0.330 -0.70
H 2.288 -10.753 1.681 0.40
H 3.798 -10.212 1.309 0.37
H 2.898 -11.047 -1.054 0.31
H 1.312 -10.599 -0.471 0.30
H 2.239 -8.870 -2.184 0.34
H 3.602 -8.660 -1.073 0.31
H 0.665 -8.249 -0.511 0.31
H 1.636 -6.838 -0.517 0.44
C -4.793 0.522 -4.890 -0.95
C -6.020 0.021 -5.600 0.72
C -5.769 -1.061 -6.658 -0.93
O -7.107 0.562 -5.393 -0.57
H -3.869 0.251 -5.400 0.26
H -4.772 0.395 -3.807 0.29
H -4.833 1.611 -4.874 0.31
H -4.718 -1.026 -6.945 0.32
H -6.414 -0.854 -7.512 0.30
H -6.131 -1.983 -6.203 0.25
C 0.494 0.542 1.012 -0.90
C -0.360 -0.193 -0.054 0.75
C 0.205 -1.278 -0.989 -0.98
O -1.541 0.086 -0.178 -0.57
H 1.410 -0.024 1.181 0.32
H -0.143 0.499 1.895 0.26
H 0.764 1.545 0.681 0.27
H 0.782 -0.699 -1.711 0.25
H -0.479 -1.951 -1.507 0.30
H 0.993 -1.797 -0.444 0.29
C 1.645 5.253 -2.875 -1.06
C 2.820 4.964 -3.666 0.82
C 3.698 3.891 -3.021 -0.92
O 3.107 5.543 -4.716 -0.57
H 1.946 5.872 -2.030 0.28
H 1.274 4.320 -2.450 0.29
H 0.829 5.814 -3.330 0.33
H 4.363 4.354 -2.292 0.28
H 4.142 3.289 -3.813 0.30
H 3.037 3.259 -2.426 0.26
C 2.557 -5.120 -5.902 -0.92
C 2.412 -3.671 -5.466 0.70
C 1.865 -2.602 -6.436 -0.99
O 2.753 -3.333 -4.292 -0.58
H 1.732 -5.668 -5.447 0.26
H 3.524 -5.491 -5.562 0.30
H 2.552 -5.276 -6.981 0.30
H 2.117 -1.631 -6.008 0.32
H 0.782 -2.520 -6.341 0.28
H 2.294 -2.705 -7.433 0.33
```

Output
Kohn-Sham gap = 9.7 eV
HOMO = -9.578 eV
Spin multiplicity = 1
Largest force on an atom = 0.080 hartree/bohr
LUMO energy = 0.1 eV
Relative energy (zero: lowest compared OMol25 entry of this formula, charge and spin) = 61.85 kcal/mol